1.
Here is a structure of composition C21H43O16Tl from OMol25. Energies are from wB97M-V/def2-TZVPD.

* HOMO: -14.86 eV
* molecular weight: 755.9 g/mol
* gap between HOMO and LUMO: 2.19 eV
* net charge: +2
* ΔE to the lowest compared entry with this formula, charge and spin: 0.0 kJ/mol

Last column: Mulliken charge in e.
Atoms and positions in Å:
Tl  2.849  2.681  0.045  1.0227
C  -0.246  -0.266  -0.142  -0.3145
O  0.646  0.637  0.131  0.0789
H  0.033  -0.902  -0.980  0.4187
H  -0.544  -0.908  0.730  0.1854
H  -1.189  0.343  -0.288  0.2265
C  -1.521  -0.875  8.636  -1.1460
C  -0.226  -1.248  7.940  -0.0973
O  -0.485  -2.051  6.784  -0.3738
C  -0.844  -1.451  5.696  0.8572
O  -1.082  -0.284  5.540  -0.5707
O  -1.020  -2.361  4.741  -0.3736
C  -1.177  -1.879  3.448  -0.1704
H  -2.231  -0.305  8.042  0.3083
H  -1.307  -0.302  9.538  0.3887
H  -2.004  -1.815  8.912  0.3091
H  0.433  -1.834  8.573  0.4069
H  0.334  -0.330  7.732  0.1281
H  -1.891  -1.062  3.303  0.3750
H  -1.551  -2.678  2.809  0.3949
H  -0.222  -1.514  3.056  -0.3318
C  -0.622  0.595  -4.697  -1.1328
C  0.491  0.884  -3.692  0.7885
O  1.532  1.597  -4.372  -0.2698
C  2.697  1.822  -3.805  0.7181
O  2.974  1.715  -2.631  -0.5764
O  3.498  2.326  -4.692  -0.3565
C  4.866  2.585  -4.308  -0.6031
H  -0.189  0.320  -5.658  0.3703
H  -1.372  1.374  -4.767  0.2636
H  -1.120  -0.328  -4.387  0.1572
H  0.777  -0.050  -3.206  0.3063
H  0.132  1.587  -2.927  -0.3808
H  5.346  1.641  -4.067  0.3062
H  4.891  3.287  -3.478  0.2666
H  5.326  3.032  -5.181  0.2329
C  2.101  -3.560  0.718  -1.2072
C  2.591  -2.142  0.914  0.3849
O  2.366  -1.813  2.295  -0.2157
C  2.453  -0.556  2.699  0.6835
O  2.785  0.362  1.963  -0.4370
O  2.163  -0.516  3.962  -0.2775
C  1.985  0.743  4.626  -0.7099
H  2.334  -4.148  1.606  0.3350
H  2.640  -4.010  -0.116  0.4026
H  1.032  -3.661  0.547  0.2564
H  2.036  -1.413  0.309  -0.2953
H  3.660  -2.082  0.708  0.3757
H  1.007  1.162  4.388  0.3342
H  2.753  1.468  4.378  0.4058
H  1.955  0.484  5.676  0.1328
C  -2.299  -3.454  -1.306  -0.7300
C  -3.126  -3.883  -2.490  -0.5948
O  -2.947  -3.054  -3.634  -0.3363
C  -1.988  -3.283  -4.489  0.8037
O  -1.134  -4.096  -4.399  -0.5386
O  -2.155  -2.474  -5.498  -0.3403
C  -1.275  -2.533  -6.609  -0.7098
H  -1.233  -3.385  -1.548  0.2341
H  -2.402  -4.253  -0.571  0.3805
H  -2.580  -2.460  -0.950  0.2409
H  -4.179  -3.950  -2.198  0.3530
H  -2.980  -4.920  -2.829  0.4006
H  -0.234  -2.431  -6.282  0.3099
H  -1.493  -1.717  -7.286  0.2574
H  -1.303  -3.490  -7.127  0.3371
C  -2.021  3.639  -2.618  -1.1049
C  -1.794  2.789  -1.383  0.0811
O  -1.981  3.555  -0.205  -0.3328
C  -0.922  4.127  0.306  0.7728
O  0.227  3.906  0.037  -0.4420
O  -1.317  5.112  1.060  -0.3597
C  -0.486  6.273  1.138  -0.6990
H  -2.953  4.196  -2.557  0.4068
H  -1.939  3.034  -3.519  0.2371
H  -1.230  4.392  -2.700  0.3123
H  -0.773  2.396  -1.427  -0.2586
H  -2.440  1.907  -1.411  0.4807
H  -0.566  6.864  0.222  0.3138
H  0.546  5.975  1.300  0.2903
H  -0.869  6.917  1.921  0.2535

2.
Here is a structure of composition C21H44AsF6O17 from OMol25. Energies are from wB97M-V/def2-TZVPD.

* HOMO: -7.62 eV
* molecular weight: 757.5 g/mol
* gap between HOMO and LUMO: 9.25 eV
* net charge: -1
* ΔE to the lowest compared entry with this formula, charge and spin: 172.5 kJ/mol

Last column: Mulliken charge in e.
Atoms and positions in Å:
As  -0.809  -0.762  0.024  2.1524
F  -2.190  -0.863  -1.119  -0.6047
F  -1.621  -2.025  1.050  -0.5321
F  0.622  -0.809  1.124  -0.3082
F  -0.078  0.701  -0.794  -0.4660
F  -1.562  0.498  1.110  -0.5446
F  0.074  -2.001  -0.976  -0.5290
C  -4.878  0.885  -0.271  -0.3652
O  -4.230  0.698  -1.488  -0.5988
H  -4.569  0.066  0.378  -0.0508
H  -4.523  1.816  0.170  0.2551
H  -5.968  0.899  -0.291  0.3238
H  -3.559  0.016  -1.404  0.5183
C  -4.408  -1.006  3.191  -0.1138
O  -5.491  -1.911  3.109  -0.5827
H  -3.517  -1.577  2.931  0.0309
H  -4.670  -0.208  2.496  0.0681
H  -4.269  -0.503  4.148  0.2886
H  -5.228  -2.803  3.347  0.3104
C  -0.946  2.045  4.505  -0.1063
O  -1.716  3.122  5.144  -0.5792
H  -1.136  1.093  5.001  0.1465
H  -1.286  2.105  3.471  0.0969
H  0.135  2.170  4.442  0.1861
H  -1.547  3.124  6.089  0.2870
C  1.475  -4.082  0.664  -0.1876
O  2.399  -3.274  -0.089  -0.6137
H  0.527  -4.140  0.130  0.2020
H  1.807  -5.110  0.805  0.3856
H  1.385  -3.648  1.660  -0.1670
H  1.801  -2.592  -0.404  0.2525
C  2.332  -0.662  -3.087  0.0576
O  3.163  -0.448  -4.226  -0.5823
H  1.787  0.246  -2.829  0.0758
H  1.567  -1.400  -3.326  -0.1311
H  3.000  -0.945  -2.273  0.2484
H  2.569  -0.073  -4.880  0.3042
C  3.926  0.758  1.459  -1.6141
C  2.668  1.506  0.963  1.3766
C  1.814  1.947  2.161  0.1521
O  1.660  3.378  1.949  -0.3697
C  2.390  3.791  0.937  0.4813
O  2.465  4.931  0.510  -0.6066
O  3.008  2.734  0.328  -0.4182
H  3.594  0.015  2.183  0.2609
H  4.560  1.465  1.995  0.4659
H  4.436  0.389  0.569  0.3848
H  2.125  0.976  0.180  -0.1803
H  2.315  1.728  3.104  0.2223
H  0.822  1.507  2.059  -0.1405
C  -0.124  3.506  -3.259  -1.6612
C  0.974  4.083  -2.381  1.0466
C  2.425  4.031  -2.870  -0.1062
O  2.772  5.406  -2.857  -0.3802
C  1.759  6.179  -2.542  0.6504
O  1.793  7.388  -2.506  -0.6253
O  0.707  5.452  -2.297  -0.4367
H  -0.195  2.422  -3.168  0.2837
H  0.021  3.771  -4.306  0.4635
H  -1.105  3.915  -3.016  0.3765
H  0.831  3.750  -1.353  -0.1164
H  2.402  3.626  -3.882  0.3714
H  3.022  3.427  -2.186  0.1110
C  0.140  -3.357  -4.557  -1.5510
C  -0.827  -2.282  -5.234  0.6768
C  -0.334  -1.911  -6.634  -0.3599
O  -1.582  -1.851  -7.290  -0.3525
C  -2.588  -2.422  -6.581  0.5651
O  -3.734  -2.552  -6.971  -0.5724
O  -2.141  -2.835  -5.395  -0.3555
H  1.155  -3.117  -4.874  0.4635
H  -0.022  -4.357  -4.959  0.4264
H  0.136  -3.411  -3.468  0.1350
H  -0.994  -1.395  -4.622  0.3218
H  0.308  -2.680  -7.063  0.3168
H  0.164  -0.944  -6.570  0.2730
C  1.435  -1.278  4.286  -1.2532
C  0.004  -1.826  4.507  1.0321
C  0.056  -3.311  4.902  -0.3293
O  -0.801  -3.365  6.013  -0.3539
C  -1.076  -2.146  6.472  0.5339
O  -1.676  -1.946  7.561  -0.6211
O  -0.501  -1.172  5.689  -0.3051
H  1.999  -1.899  3.590  0.3864
H  2.089  -1.229  5.157  0.4773
H  1.326  -0.258  3.920  -0.1429
H  -0.658  -1.612  3.668  -0.1607
H  1.051  -3.728  5.063  0.3054
H  -0.436  -3.841  4.087  0.3255

3.
Here is a cluster of 3 separate species, C21H44ClNO4S2Si in total from OMol25. Energies are from wB97M-V/def2-TZVPD.

* HOMO: -8.16 eV
* molecular weight: 502.3 g/mol
* gap between HOMO and LUMO: 7.83 eV
* SMILES: CCN(CC)C(=S)SCCC[Si@H](CC)C[C@H](C)Cl.CCOC(C)=O.CCOC(C)=O

Last column: Mulliken charge in e.
Atoms and positions in Å:
C  -3.005  -5.030  2.640  -1.3169
C  -2.064  -5.369  1.487  -0.2998
N  -1.452  -4.202  0.813  0.3278
C  -0.944  -4.623  -0.506  -0.0542
C  -2.066  -4.698  -1.524  -1.4921
C  -0.494  -3.580  1.611  -0.0394
S  -0.954  -2.498  2.735  -0.2346
S  1.226  -4.122  1.606  -0.1617
C  2.150  -3.284  0.279  -0.5402
C  2.788  -1.950  0.652  -1.0484
C  1.865  -0.753  0.924  -0.0986
Si  0.589  -0.316  -0.397  -0.2645
C  1.373  0.114  -2.081  -0.4050
C  2.899  -0.019  -2.158  -1.4205
C  -0.344  1.249  0.171  -0.4906
C  -1.805  1.156  0.658  0.4289
C  -1.931  1.116  2.192  -1.3501
Cl  -2.764  -0.161  -0.094  -0.1944
H  -3.932  -5.588  2.588  0.3798
H  -2.518  -5.238  3.584  0.3097
H  -3.262  -3.979  2.640  0.3227
H  -2.604  -5.949  0.753  0.3672
H  -1.258  -6.015  1.849  0.3867
H  -0.465  -5.599  -0.407  0.3462
H  -0.234  -3.904  -0.875  -0.0620
H  -2.623  -5.625  -1.472  0.4278
H  -1.597  -4.674  -2.505  0.4592
H  -2.704  -3.824  -1.465  0.2585
H  1.591  -3.248  -0.646  0.2549
H  2.966  -3.971  0.079  0.4145
H  3.342  -2.140  1.568  0.4511
H  3.536  -1.730  -0.103  0.3191
H  2.521  0.117  1.002  0.0577
H  1.424  -0.877  1.908  0.6975
H  -0.260  -1.495  -0.622  -0.1242
H  0.884  -0.451  -2.868  0.5176
H  1.139  1.159  -2.275  0.2726
H  3.190  -1.062  -2.205  0.2949
H  3.238  0.415  -3.095  0.4524
H  3.414  0.508  -1.363  0.3178
H  -0.340  1.933  -0.672  0.3393
H  0.202  1.746  0.966  -0.1317
H  -2.293  2.068  0.346  0.2870
H  -0.960  1.021  2.660  0.2885
H  -2.575  0.290  2.460  0.3692
H  -2.439  2.010  2.528  0.3259
C  2.502  4.491  2.969  -1.1592
C  2.765  3.019  2.727  0.2464
O  3.750  2.807  1.714  -0.3041
C  5.079  2.808  1.954  0.7665
C  5.594  3.292  3.291  -1.0115
O  5.824  2.475  1.075  -0.5625
H  3.390  5.003  3.339  0.3290
H  1.701  4.621  3.697  0.3789
H  2.211  4.978  2.038  0.3162
H  3.028  2.489  3.643  0.3993
H  1.863  2.545  2.342  -0.3112
H  5.855  4.346  3.203  0.2781
H  6.490  2.727  3.532  0.3169
H  4.895  3.165  4.114  0.3237
C  -3.143  1.341  -3.380  -0.6788
C  -2.482  2.649  -3.004  0.0834
O  -2.190  3.460  -4.145  -0.3738
C  -3.088  4.292  -4.710  0.6814
C  -4.541  4.213  -4.297  -0.8433
O  -2.721  5.042  -5.572  -0.5714
H  -4.109  1.502  -3.859  0.3140
H  -3.293  0.726  -2.491  0.0746
H  -2.518  0.793  -4.087  0.2916
H  -3.065  3.211  -2.272  0.3261
H  -1.513  2.451  -2.547  -0.0889
H  -5.066  3.564  -4.996  0.2449
H  -4.965  5.212  -4.359  0.3043
H  -4.701  3.850  -3.284  0.2837

| no. | largest force on an atom (eV/A) |
| --- | --- |
| 1 | 2.437 |
| 2 | 4.953 |
| 3 | 1.055 |